C34H58IIrN7O2SSi | wB97M-V/def2-TZVPD

The geometry in XYZ format:
```
105
C34H58IIrN7O2SSi, DFT wB97M-V/def2-TZVPD
Ir -9.75 -11.59 13.98
C -9.63 -11.31 18.65
N -9.92 -12.55 17.95
C -10.78 -13.49 18.61
C -10.81 -14.68 17.64
N -10.29 -14.10 16.43
C -10.13 -14.96 15.29
C -9.69 -12.87 16.68
N -8.96 -12.22 15.76
C -7.68 -11.66 16.23
C -6.93 -11.09 15.03
N -7.90 -10.49 14.14
C -7.41 -9.47 13.39
N -7.79 -8.19 13.51
C -8.73 -7.59 14.47
C -6.97 -7.31 12.72
C -6.03 -8.27 12.02
N -6.33 -9.56 12.59
C -5.55 -10.67 12.18
H -10.54 -10.95 19.17
H -9.27 -10.60 17.93
H -8.87 -11.44 19.45
H -11.81 -13.09 18.73
H -10.40 -13.79 19.58
H -11.82 -15.04 17.46
H -10.16 -15.53 17.99
H -11.12 -15.47 15.18
H -9.37 -15.76 15.50
H -9.73 -14.46 14.38
H -7.02 -12.40 16.68
H -7.86 -10.85 16.96
H -6.42 -11.94 14.49
H -6.14 -10.39 15.37
H -9.67 -8.10 14.56
H -8.99 -6.61 14.08
H -8.26 -7.36 15.45
H -6.42 -6.58 13.36
H -7.57 -6.73 11.96
H -4.96 -8.03 12.14
H -6.28 -8.27 10.93
H -5.36 -10.65 11.08
H -5.98 -11.63 12.44
H -4.51 -10.63 12.62
I -7.18 -20.08 11.60
C -7.29 -18.14 12.25
C -8.53 -17.56 12.40
C -8.69 -16.22 12.74
C -7.54 -15.46 13.03
C -6.30 -16.04 12.96
C -6.20 -17.40 12.65
C -7.65 -14.01 13.29
O -6.61 -13.43 13.68
O -8.82 -13.42 13.06
H -9.39 -18.17 12.06
H -9.65 -15.79 12.83
H -5.43 -15.38 13.10
H -5.24 -17.91 12.63
C -12.69 -13.05 10.28
C -11.61 -13.13 11.40
C -10.65 -14.15 10.75
C -12.29 -13.70 12.66
Si -10.79 -11.34 11.73
C -9.49 -11.02 10.20
C -9.13 -9.50 10.12
C -9.98 -11.32 8.76
C -8.22 -11.85 10.42
C -12.21 -9.93 11.50
C -12.68 -9.45 10.08
C -13.47 -10.45 12.22
C -11.74 -8.61 12.13
H -12.81 -14.02 9.77
H -12.43 -12.31 9.51
H -13.71 -12.76 10.68
H -11.10 -15.13 10.73
H -9.68 -14.24 11.26
H -10.51 -13.87 9.68
H -12.53 -14.79 12.46
H -13.24 -13.20 12.95
H -11.65 -13.69 13.56
H -9.99 -8.91 9.67
H -8.28 -9.42 9.42
H -8.88 -9.06 11.08
H -10.79 -10.68 8.36
H -10.36 -12.34 8.66
H -9.11 -11.19 8.09
H -7.74 -11.61 11.37
H -7.54 -11.56 9.63
H -8.42 -12.91 10.33
H -13.00 -10.21 9.37
H -11.85 -8.94 9.57
H -13.50 -8.71 10.21
H -13.61 -11.51 12.12
H -14.41 -10.01 11.83
H -13.50 -10.28 13.32
H -11.09 -8.01 11.44
H -11.18 -8.77 13.04
H -12.60 -7.99 12.39
S -13.03 -10.23 17.03
C -11.58 -9.26 17.10
C -10.64 -9.63 16.17
N -11.07 -10.66 15.30
C -12.30 -11.04 15.74
H -11.59 -8.46 17.83
H -9.59 -9.28 16.14
H -12.96 -11.76 15.27
```

- E_HOMO (alpha / beta): -8.33 / -10.37 eV
- Spin multiplicity: 5
- ⟨S²⟩: 6.0136
- Gap between HOMO and LUMO (alpha / beta): 5.58 / 6.09 eV
- LUMO energy (alpha / beta): -2.751 / -4.274 eV
- Net charge: +1

=====

C34H58IrN2O4Si | wB97M-V/def2-TZVPD

The geometry in XYZ format:
```
100
C34H58IrN2O4Si, DFT wB97M-V/def2-TZVPD
O -2.36 1.22 1.13
O -2.00 5.10 1.90
C -3.64 0.50 1.63
C -3.27 -0.72 2.43
H -4.29 0.28 0.78
H -4.09 1.27 2.25
H -2.43 -1.26 1.98
H -4.13 -1.40 2.49
H -3.01 -0.41 3.45
C -1.62 1.75 2.39
C -2.55 2.46 3.35
H -0.84 2.42 2.03
H -1.19 0.86 2.88
H -3.21 3.20 2.88
H -1.90 3.01 4.05
H -3.12 1.75 3.94
C -0.68 5.55 1.61
C -2.94 5.34 0.85
C 0.14 5.49 2.89
H -0.71 6.58 1.21
H -0.23 4.91 0.83
H -0.21 6.24 3.60
H 1.18 5.70 2.66
H 0.08 4.51 3.37
C -4.32 5.49 1.43
H -2.94 4.47 0.15
H -2.67 6.25 0.28
H -4.59 4.60 2.02
H -5.05 5.61 0.63
H -4.36 6.37 2.07
H 2.17 -0.90 0.95
N 0.08 -2.56 -1.27
C 0.50 -3.15 -2.40
C 1.37 -2.54 -3.30
C 2.14 -1.42 -2.98
C 0.06 -4.54 -2.73
H -1.03 -4.62 -2.75
H 0.46 -5.30 -2.04
H 0.43 -4.79 -3.73
C 3.13 -0.94 -4.00
H 4.12 -1.40 -3.92
H 3.26 0.15 -3.95
H 2.74 -1.18 -5.00
N 2.02 -0.82 -1.79
C -0.52 -3.39 -0.28
C -1.93 -3.41 -0.18
C -2.74 -2.88 -1.31
C -2.52 -3.94 0.97
H -3.61 -3.88 1.08
C -1.72 -4.55 1.94
H -2.19 -4.95 2.85
C -0.37 -4.73 1.72
H 0.26 -5.29 2.44
C 0.25 -4.24 0.57
C 1.66 -4.62 0.30
C 3.19 -0.27 -1.25
C 3.25 1.12 -1.01
C 2.17 2.03 -1.47
C 4.33 1.66 -0.33
H 4.35 2.72 -0.09
C 5.41 0.84 0.07
H 6.24 1.25 0.64
C 5.38 -0.53 -0.25
H 6.20 -1.18 0.08
C 4.32 -1.09 -0.95
C 4.38 -2.55 -1.27
Ir -0.05 -0.48 -1.01
H -3.77 -2.72 -0.99
H -2.76 -3.56 -2.18
H -2.32 -1.93 -1.67
H 1.89 -4.67 -0.76
H 1.91 -5.60 0.74
H 2.33 -3.89 0.80
H 1.86 2.69 -0.65
H 1.30 1.45 -1.81
H 2.50 2.66 -2.30
H 3.47 -3.05 -0.93
H 5.21 -3.01 -0.72
H 4.54 -2.75 -2.34
H 1.55 -3.02 -4.25
C 1.24 -0.34 0.96
Si -1.64 0.97 -0.54
H 0.44 -0.75 1.61
H 1.31 0.73 1.14
C -3.23 0.40 -1.41
C -0.52 0.09 -2.92
C -1.16 2.76 -0.89
H -1.20 3.38 0.02
H -1.86 3.18 -1.63
H -0.15 2.85 -1.32
H -3.76 -0.43 -0.92
H -3.02 0.07 -2.44
H -3.90 1.28 -1.46
H -1.02 -0.80 -3.32
H 0.39 0.24 -3.49
H -1.17 0.97 -3.04
O 5.02 -2.40 2.36
C 3.85 -1.99 2.30
O 2.93 -2.32 1.48
H 3.53 -1.24 3.07
```

- E_HOMO (alpha / beta): -9.95 / -10.12 eV
- Spin multiplicity: 5
- ⟨S²⟩: 6.0309
- Gap between HOMO and LUMO (alpha / beta): 7.94 / 3.82 eV
- LUMO energy (alpha / beta): -2.007 / -6.299 eV
- Net charge: +1
- Energy relative to the best compared isomer or geometry (same formula, charge and spin): 158.2 kJ/mol

=====

> Number 2 is which compound?

C34H58IrN2O4Si

=====

> Look up the ⟨S²⟩ of the first one.

6.0136